Below is a cluster of 7 separate species, H15O7 in total, with properties calculated with wB97M-V/def2-TZVPD.

- lowest unoccupied orbital energy (hartree) = -0.1363
- HOMO energy (eV) = -13.87
- gap between HOMO and LUMO (eV) = 10.159
- charge = +1
- ΔE to the lowest compared entry with this formula, charge and spin (kcal per mole) = 74.3

Cartesian coordinates (Å):
O1 -1.13 0.21 0.45
H1 -0.54 1.04 0.39
H2 -1.03 -0.20 -0.57
H3 -0.57 -0.28 1.13
O2 2.94 -0.86 1.19
H4 3.15 -0.35 0.44
H5 2.08 -0.50 1.36
O3 -2.27 0.57 -2.82
H6 -2.15 1.47 -2.84
H7 -1.51 0.15 -3.50
O4 0.31 2.59 0.03
H8 -0.05 2.68 -0.84
H9 -0.19 3.27 0.47
O5 0.59 0.46 2.46
H10 0.92 1.32 2.87
H11 0.19 -0.03 3.11
O6 -0.02 -2.26 1.15
H12 -0.02 -2.68 0.26
H13 -0.79 -2.55 1.54
O7 0.06 -1.31 -1.66
H14 0.77 -1.39 -2.38
H15 -0.74 -1.36 -2.23